(P)
# C6H8O2

The molecule C6H8O2 (wB97M-V/def2-TZVPD, the OMol25 dataset).

**2S+1**: 1
**Lowest unoccupied orbital energy**: 0.86 eV
**Structure (SMILES)**: CC1=C(C)C1C(=O)O

Each line ends with the Mulliken charge.
Positions of all 16 atoms, in Å:
C -1.57509 2.00539 0.11395  -1.228
C -1.11360 0.65215 -0.17597  0.380
C -1.12161 -0.63016 -0.19080  0.408
C -1.75242 -1.91036 0.10766  -1.197
C 0.17009 0.04068 -0.71564  -0.460
C 1.37821 -0.01352 0.11788  0.571
O 1.43018 -0.04496 1.33141  -0.589
O 2.47376 -0.09014 -0.67574  -0.463
H -0.86952 2.47226 0.78121  0.321
H -2.61383 1.94490 0.44952  0.290
H -1.53598 2.59073 -0.78456  0.345
H -2.72961 -1.79586 0.61227  0.299
H -1.06268 -2.47355 0.74370  0.310
H -1.88191 -2.51973 -0.78885  0.315
H 0.35488 -0.10591 -1.76936  0.354
H 3.19360 0.10280 -0.03180  0.344

=====

(Q)
# C6H8O2

A cluster of 3 separate species, C6H8O2 in total (wB97M-V/def2-TZVPD, the OMol25 dataset).

**2S+1**: 1
**Lowest unoccupied orbital energy**: -0.18 eV

Each line ends with the Mulliken charge.
Positions of all 16 atoms, in Å:
C -0.61935 -1.48467 1.69452  -1.042
C -0.22870 -0.83588 0.39206  -0.090
C 0.01690 0.43228 0.11056  0.298
C 0.18150 1.43954 1.25425  -0.078
C 0.65017 0.75566 -1.26628  -0.058
C 0.16660 0.15808 -2.60287  -0.368
H -1.79868 -1.17726 1.48492  0.265
H -0.11326 -2.85606 2.14333  0.252
H -0.34245 -0.26330 2.74503  0.363
H -0.02939 -1.91697 -0.23135  0.180
H 0.39691 2.58646 1.22127  0.344
H 1.74022 0.93446 -1.06338  0.306
H -0.89340 -0.20624 -2.49602  0.265
H 0.84578 -0.34393 -3.25278  0.288
O -0.18835 1.11794 2.37905  -0.505
O 0.21551 1.65990 -2.51231  -0.422

=====

(R)
# C6H8O2

A structure of composition C6H8O2 (wB97M-V/def2-TZVPD, the OMol25 dataset).

**2S+1**: 1
**Lowest unoccupied orbital energy**: 0.87 eV

Each line ends with the Mulliken charge.
Positions of all 16 atoms, in Å:
C -0.80522 1.63205 0.11351  -0.324
C -1.13353 -0.40030 1.25755  -0.558
C -0.18449 -0.57919 0.10428  0.585
C 0.00079 0.51015 -0.53286  -0.057
C 1.11278 0.23352 -1.55254  -0.422
C 0.86210 -1.47140 -0.05148  -0.497
H -1.57424 2.20221 -0.36461  0.267
H 0.09442 2.34138 0.61949  0.156
H -0.72925 -0.47669 2.17777  0.299
H -2.00855 -1.05369 1.45759  0.247
H 0.53696 0.36717 -2.44099  0.281
H 1.90048 1.00081 -1.50519  0.295
H 1.65645 -1.35342 1.02089  0.188
H 0.57705 -2.72374 0.08976  0.272
O -1.61933 0.89627 1.00732  -0.394
O 1.31357 -1.12514 -1.40051  -0.339

=====

It is (Q) that is the least stable of them.

=====

(P)
# C6H8O2

The molecule C6H8O2 (wB97M-V/def2-TZVPD, the OMol25 dataset).

**2S+1**: 1
**Lowest unoccupied orbital energy**: 0.67 eV

Each line ends with the Mulliken charge.
Positions of all 16 atoms, in Å:
C -0.68686 -1.40144 0.61789  -0.128
C -1.73140 -0.65324 0.61163  0.073
C 1.03463 0.26232 -0.35112  0.537
C 0.79190 -0.87384 -1.24834  -0.720
C 2.41066 0.79926 0.03432  -1.328
C -2.60835 0.32768 0.57962  -0.161
O 0.63274 -1.02954 0.27160  -0.100
O -3.22791 0.97451 -0.37947  -0.479
H -0.72381 -2.52775 1.00470  0.242
H 0.17846 1.03143 -0.22901  0.167
H 1.60838 -1.45111 -1.43275  0.214
H 2.24445 1.72854 0.43533  0.403
H 3.07617 0.89243 -0.85208  0.289
H 2.74847 0.16304 0.76121  0.360
H -2.89523 0.92307 1.45803  0.278
H -2.85230 0.83465 -1.28156  0.353

=====

(Q)
# C6H8O2

The molecule C6H8O2 (wB97M-V/def2-TZVPD, the OMol25 dataset).

**2S+1**: 1
**Lowest unoccupied orbital energy**: 0.97 eV
**Structure (SMILES)**: C#C/C(=C\OC)OC

Each line ends with the Mulliken charge.
Positions of all 16 atoms, in Å:
C -0.14088 2.21268 -0.24009  0.257
C -0.14173 1.03314 -0.09785  -0.780
C -0.40270 -0.43253 -0.07335  0.322
C 0.70374 -1.21655 -0.22805  -0.213
O 2.02040 -0.89816 -0.14038  -0.430
C 2.48715 0.36040 0.37053  -0.604
O -1.65798 -0.90503 -0.05731  -0.382
C -2.78801 -0.09736 0.24838  -0.683
H -0.30609 3.24683 -0.45863  0.449
H 0.60856 -2.23983 -0.42912  0.475
H 2.64426 1.11304 -0.49197  0.220
H 1.71845 0.72998 1.11515  0.324
H 3.42400 0.16811 0.90269  0.224
H -2.75856 0.18633 1.32178  0.299
H -3.67986 -0.75523 0.04329  0.216
H -2.85552 0.81760 -0.29906  0.307

=====

(R)
# C6H8O2

A structure of composition C6H8O2 (wB97M-V/def2-TZVPD, the OMol25 dataset).

**2S+1**: 1
**Lowest unoccupied orbital energy**: 0.51 eV

Each line ends with the Mulliken charge.
Positions of all 16 atoms, in Å:
C -1.14804 0.19175 0.28068  -0.353
C -0.03334 1.03697 -0.30935  0.044
C 0.60274 0.00845 -1.16056  -0.947
C 0.85455 -0.95428 0.13086  -0.953
C -0.12379 -0.44021 1.08871  -0.259
C 0.49799 1.05847 1.15502  0.321
H -1.32560 -1.26277 -0.85784  0.377
H -1.67328 0.76871 1.00321  0.533
H -0.13379 2.00555 -0.87795  0.452
H 0.05886 -0.46677 -1.99583  0.349
H 1.52513 0.43769 -1.76417  0.284
H 0.59538 -1.99429 -0.13478  0.297
H 1.85103 -0.88322 0.34328  0.457
H -0.47270 -0.95711 1.91299  0.568
O -1.92346 -0.51893 -0.67393  -0.607
O 0.84833 1.96997 1.85966  -0.563

=====

(S)
# C6H8O2

The molecule C6H8O2 (wB97M-V/def2-TZVPD, the OMol25 dataset).

**2S+1**: 1
**Lowest unoccupied orbital energy**: 0.70 eV
**Structure (SMILES)**: O[C@H]1C=C[C@H]2C[C@@]12O

Each line ends with the Mulliken charge.
Positions of all 16 atoms, in Å:
O -1.80415 -1.31397 0.52142  -0.576
C -0.94551 -0.63319 -0.32275  0.256
C -1.17600 0.92428 -0.25970  -0.475
C -0.03364 1.59420 -0.34799  -0.522
C 1.14056 0.74575 -0.02936  -0.125
C 1.11396 -0.05014 1.22980  -1.038
C 0.54736 -0.66926 0.00665  0.531
O 1.19285 -1.78082 -0.64280  -0.553
H -2.81724 -0.71216 0.49157  0.366
H -1.03208 -1.23332 -1.24544  0.193
H -2.20166 1.37545 -0.29768  0.259
H -0.06911 2.63644 -0.75692  0.332
H 2.14463 0.72199 -0.49926  0.404
H 0.58967 0.26669 2.10331  0.226
H 2.00119 -0.50249 1.58288  0.305
H 1.34917 -1.36945 -1.53373  0.416

=====

It is (P) that is the least stable of them.

=====

(P)
# C6H8O2

The molecule C6H8O2 (wB97M-V/def2-TZVPD, the OMol25 dataset).

**2S+1**: 1
**Lowest unoccupied orbital energy**: 0.48 eV
**Structure (SMILES)**: CC1=C(C)C1C(=O)O

Each line ends with the Mulliken charge.
Positions of all 16 atoms, in Å:
C -1.05602 -1.97094 0.96748  -1.277
C -0.00811 -1.22905 0.24556  0.444
C 0.55638 -0.77077 -0.84845  0.268
C 1.36687 -0.89243 -2.00418  -1.147
C 0.63771 0.11212 0.41157  -0.358
C -0.23763 1.26061 0.58645  0.532
O -0.67377 1.70091 1.64804  -0.579
O -0.57409 1.91585 -0.57557  -0.450
H -1.89819 -1.52555 0.94186  0.419
H -0.63839 -2.08163 1.84552  0.417
H -1.03063 -3.00560 0.28479  0.231
H 2.27094 -1.42969 -1.82734  0.296
H 0.68735 -1.65192 -2.81614  0.249
H 1.58864 -0.01190 -2.48041  0.373
H 1.75604 0.20984 0.67193  0.276
H -0.30801 1.50508 -1.35064  0.309

=====

(Q)
# C6H8O2

The molecule C6H8O2 (wB97M-V/def2-TZVPD, the OMol25 dataset).

**2S+1**: 1
**Lowest unoccupied orbital energy**: 0.97 eV
**Structure (SMILES)**: C1[C@@H]2O[C@H]2C[C@H]2O[C@@H]12

Each line ends with the Mulliken charge.
Positions of all 16 atoms, in Å:
C 0.17017 -0.65388 1.46367  -0.663
C -0.18424 0.70757 0.87128  -0.089
O -1.34894 1.25829 0.90469  -0.450
C -1.18753 0.50367 -0.25523  -0.272
C -0.41268 0.52240 -1.45289  -0.659
C 0.59439 -0.59224 -1.30217  0.108
O 1.60857 -0.18589 -0.31158  -0.441
C 0.73569 -1.41318 0.04486  -0.300
H 0.93051 -1.01300 2.29756  0.311
H -0.80893 -1.14546 2.09110  0.245
H 0.74077 1.22491 0.74082  0.497
H -1.67365 -0.40644 -0.11553  0.415
H -0.99179 0.53147 -2.41054  0.340
H -0.04009 1.65806 -1.30596  0.247
H 0.60976 -1.37394 -2.19142  0.326
H 0.86151 -2.50084 -0.06802  0.384

=====

(R)
# C6H8O2

A cluster of 3 separate species, C6H8O2 in total (wB97M-V/def2-TZVPD, the OMol25 dataset).

**2S+1**: 1
**Lowest unoccupied orbital energy**: 0.85 eV
**Structure (SMILES)**: C=C(O)O.C#C.C#C

Each line ends with the Mulliken charge.
Positions of all 16 atoms, in Å:
C 0.98518 -1.52332 0.39101  -1.215
C 1.68987 -0.63171 -0.31591  1.012
O 3.03312 -0.48443 -0.22930  -0.485
O 1.18238 0.26127 -1.17343  -0.474
H -0.06107 -1.67964 0.19989  0.363
H 1.47208 -2.22550 1.04377  0.224
H 3.40035 -1.18942 0.31333  0.310
H 0.19338 0.23820 -1.15389  0.142
C -0.73980 1.21932 1.32577  -0.896
C -0.96378 2.39947 1.19955  -0.084
H -0.22575 0.33405 1.62164  0.578
H -1.27951 3.38598 1.00856  0.432
C -2.31587 0.19222 -0.49310  -0.243
C -1.78230 -0.15072 -1.52532  -0.601
H -3.00718 0.36500 0.28621  0.506
H -1.58109 -0.51078 -2.49877  0.431

=====

It is (Q) that is the least stable of them.